[1]
Here is C42H33N8O7P2Se2V as an isolated structure from OMol25. Energies are from the ωB97M-V functional and the def2-TZVPD basis.

For the total energy, the calculation gives -9014.6021 Ha. For the lowest unoccupied orbital energy (spin up / spin down), the calculation gives -5.21 / -4.54 eV. As for the spin multiplicity: 2. As for the HOMO energy (spin up / spin down): -10.28 / -10.28 eV. Its energy above the lowest of the compared OMol25 structures with the same formula, charge and spin is 0.0000 eV. As for the expectation value of S²: 0.78. Its total charge is +1.

Geometry as XYZ:
```
95
Properties=species:S:1:pos:R:3:forces:R:3:lowdin_spin:R:1
Se 2.1826 1.3742 -0.4422 -0.32 -0.04 -0.04 -0.061
Se -1.7173 -0.5752 -3.9240 -0.23 -0.13 0.00 -0.001
V 0.4032 1.8066 1.4033 0.65 0.84 0.21 1.110
P 1.5364 -0.6593 -0.7526 -0.09 -0.93 -0.42 -0.005
P -1.8479 -1.9828 -2.3548 -0.11 -0.05 -0.67 0.000
O 0.0428 -1.1847 7.1282 -0.04 0.10 0.02 0.000
O 2.7907 1.2483 4.4666 -0.25 0.06 -0.63 -0.006
O 1.9685 1.4760 2.4051 0.35 0.51 -1.25 0.001
O 1.9100 -0.1256 6.5964 0.47 0.12 0.12 0.000
O 2.4387 5.8143 0.1571 0.17 -0.23 -0.30 -0.001
O 0.1009 3.4453 2.6298 -0.38 -1.27 0.10 -0.012
O 1.1931 3.5989 0.7896 0.31 -0.71 -0.13 -0.014
N -1.5391 0.3909 3.5959 -0.37 -0.18 0.13 0.002
N -1.1730 2.7367 0.3258 -0.37 0.63 -0.28 -0.003
N -0.5209 0.2500 0.6288 0.11 -1.06 -1.00 -0.012
N -1.7628 4.0020 -3.0061 0.11 0.09 -0.41 -0.001
N -0.4037 0.8677 3.0972 0.32 0.41 -0.02 -0.005
N -2.3801 -0.6028 -0.0255 -0.27 -0.05 0.27 -0.001
N -1.8229 0.1779 0.8347 -0.86 0.30 0.74 0.002
N -2.8978 4.4064 -1.0554 0.11 -0.01 -0.58 0.001
C -2.1957 3.3332 0.9452 -0.46 0.22 0.26 0.003
C 3.6254 -1.9330 0.4674 -0.10 0.03 -0.06 0.000
C 0.4751 -4.9715 -3.8346 -0.05 -0.09 0.04 0.000
C -3.0477 4.1705 0.2300 0.23 -0.39 0.39 0.000
C 0.5329 0.7021 4.0207 -0.35 -0.29 0.58 0.002
C 0.8229 4.1457 1.8777 0.34 2.20 0.27 0.000
C -1.0357 2.9193 -0.9750 -0.02 0.11 -0.73 0.002
C 2.0666 -3.5559 2.0942 -0.01 -0.06 0.02 0.000
C -3.8520 -3.5047 -3.3612 0.03 0.06 0.01 0.000
C 2.4892 -2.4012 -2.7641 0.03 0.00 0.09 0.000
C 1.8355 -0.5614 -4.7588 0.04 -0.01 0.02 0.000
C 2.4355 -1.7678 -5.0829 0.04 0.13 0.04 0.000
C 2.7659 -2.6783 -4.0911 0.10 0.00 0.07 0.000
C 0.8092 -5.6887 -2.6966 0.07 -0.01 -0.04 0.000
C -1.4328 -1.1245 -0.8267 1.03 0.17 0.10 -0.001
C -4.2874 -2.7516 -1.1075 0.07 0.02 0.03 0.000
C 2.1670 7.6454 1.5923 0.08 -0.12 -0.11 0.000
C 0.3749 -5.2651 -1.4488 0.06 -0.05 0.13 0.000
C -0.2836 -3.8195 -3.7276 -0.10 0.09 0.01 0.000
C 1.9291 6.3009 1.2914 -0.23 0.02 0.40 0.000
C 2.2363 -1.8410 0.4309 -0.01 0.39 -0.30 0.001
C -1.9110 3.7708 -1.6957 -0.05 -0.24 0.88 0.000
C -0.0119 0.0621 5.1505 0.19 0.17 -0.33 0.000
C -5.0497 -4.1920 -3.3670 0.04 -0.02 0.00 0.000
C 4.2283 -2.8652 1.2920 0.10 -0.02 -0.07 0.000
C -3.4695 -2.7914 -2.2272 0.31 0.21 0.14 0.000
C 1.6635 8.2024 2.7460 0.02 -0.18 -0.12 0.000
C 1.1609 5.5285 2.1884 0.07 -0.08 -0.25 -0.001
C 3.4466 -3.6912 2.0883 -0.04 0.07 0.03 0.000
C 0.6548 -0.4600 6.3899 -0.39 -0.11 -0.20 0.000
C -1.3505 -0.1169 4.8221 0.64 0.14 0.17 0.001
C -0.7185 -3.4000 -2.4792 -0.16 0.30 0.05 0.000
C 1.8924 1.1896 3.6428 0.01 -0.77 2.37 0.003
C -5.8598 -4.1713 -2.2416 -0.07 0.05 0.06 0.000
C -0.4040 -4.1289 -1.3385 -0.01 0.08 -0.09 0.000
C 1.8801 -1.1944 -2.4456 0.02 0.48 0.49 -0.002
C 1.4553 -2.6312 1.2648 -0.15 0.09 -0.15 0.000
C 1.5673 -0.2695 -3.4371 0.02 0.10 0.08 -0.001
C 0.9078 7.4411 3.6384 -0.11 -0.13 0.19 0.000
C -0.2181 -0.5625 -0.4136 -0.17 -0.48 -0.35 0.002
C -5.4862 -3.4458 -1.1225 -0.09 -0.07 0.00 0.000
C 0.6621 6.1173 3.3610 0.03 0.05 -0.06 0.000
H -0.5361 -3.2326 -4.6008 0.01 0.05 -0.07 0.000
H -3.2166 -3.5059 -4.2366 0.01 -0.02 -0.08 0.000
H 5.3055 -2.9533 1.3072 0.02 0.01 0.02 0.000
H -2.1240 -0.5627 5.4144 -0.24 -0.11 -0.01 0.000
H 0.8072 -5.3069 -4.8052 0.05 -0.04 -0.09 0.000
H 2.3321 0.4422 5.9008 -0.38 -0.12 0.04 0.000
H 1.4642 -4.1782 2.7390 -0.04 -0.05 0.05 0.000
H 0.3783 -2.5311 1.2536 -0.05 -0.03 0.03 0.000
H 1.8620 9.2416 2.9608 0.01 0.08 0.02 0.000
H -3.9965 -2.1671 -0.2490 -0.08 -0.05 0.04 0.000
H -0.7829 -3.8095 -0.3778 0.00 -0.04 0.12 0.000
H -6.1335 -3.4115 -0.2582 -0.03 -0.02 0.05 0.000
H 2.7616 8.2248 0.9029 0.03 0.03 -0.07 0.000
H -2.3682 0.3612 3.0088 0.26 0.05 -0.02 0.000
H 3.9118 -4.4350 2.7179 0.06 -0.01 0.06 0.000
H -6.7930 -4.7125 -2.2450 -0.11 -0.05 0.01 0.000
H -2.3075 3.1553 2.0080 -0.01 0.12 -0.14 0.000
H -0.2059 2.4330 -1.4809 -0.09 0.05 0.14 0.000
H 1.5798 0.1518 -5.5265 -0.02 0.03 -0.09 0.000
H 0.6362 -5.8230 -0.5617 0.02 -0.08 0.05 0.000
H 3.2501 -3.6051 -4.3520 0.04 -0.14 -0.02 0.000
H 0.0776 5.5033 4.0308 -0.03 0.01 0.06 0.000
H 2.7384 -3.1096 -1.9884 0.02 -0.11 0.05 0.000
H 2.2318 4.8621 0.0783 0.03 0.41 0.03 0.000
H 1.1198 0.6749 -3.1544 0.00 -0.03 -0.14 0.000
H 0.5248 7.8899 4.5427 -0.03 -0.01 0.03 0.000
H -1.1321 3.4640 -3.5707 -0.01 -0.01 0.00 0.000
H -3.8805 4.6708 0.7041 0.03 -0.01 0.21 0.000
H 2.6641 -1.9844 -6.1137 0.03 -0.08 -0.14 0.000
H 1.4132 -6.5799 -2.7805 0.03 -0.09 0.00 0.000
H 4.2093 -1.2673 -0.1549 0.18 -0.05 0.00 0.000
H -5.3551 -4.7387 -4.2464 0.00 -0.05 -0.06 0.000
H -2.4080 4.6299 -3.4554 -0.01 -0.09 0.01 0.000
```
Positions in Å, forces in eV/Å.

---

[2]
Here is C42H34BrClN7O8Yb as an isolated structure from OMol25. Energies are from the ωB97M-V functional and the def2-TZVPD basis.

For the total energy, the calculation gives -6799.0028 Ha. For the lowest unoccupied orbital energy (spin up / spin down), the calculation gives 4.20 / 3.52 eV. As for the spin multiplicity: 2. As for the HOMO energy (spin up / spin down): -0.53 / -0.53 eV. Its energy above the lowest of the compared OMol25 structures with the same formula, charge and spin is 0.0000 eV. As for the expectation value of S²: 0.78. Its total charge is -2.

Geometry as XYZ:
```
94
Properties=species:S:1:pos:R:3:forces:R:3:lowdin_spin:R:1
Yb -1.3307 0.7966 0.5109 -0.31 -0.93 0.37 0.000
Br -3.7145 2.6584 1.7759 0.43 -0.03 -0.32 0.000
Cl -2.7919 4.7096 -4.2915 0.25 0.52 -0.29 0.000
O 3.1350 -2.2158 -1.8916 -0.08 0.00 -0.56 0.003
O -0.3577 6.4990 -3.4832 0.79 -0.67 0.85 0.000
O 3.1283 -1.0573 0.3673 1.23 1.19 -0.03 0.159
O -1.0837 -0.6392 -1.3209 -0.27 0.84 -1.76 0.000
O 0.8400 6.0779 -1.6778 2.15 1.81 1.19 0.000
O 0.4315 2.1820 0.3527 0.60 0.89 -0.43 0.001
O -0.5764 0.0956 -3.4444 -0.86 1.95 -0.42 0.000
O 1.3660 4.1199 -0.1403 0.01 0.97 -0.60 0.001
N -1.5060 2.4225 -1.4650 0.06 0.74 -2.14 0.000
N -0.6625 0.7132 3.1297 0.61 4.60 1.28 0.000
N 0.8383 -1.7645 0.2743 2.41 -2.20 -3.37 0.001
N -0.2924 -3.1025 -2.1215 -1.11 0.76 -0.43 0.000
N 3.0498 0.1122 1.0825 -1.52 -1.18 0.02 0.500
N -2.2234 2.7190 -2.6567 1.35 0.40 2.88 0.000
N -0.0646 -1.5430 1.2233 -3.38 1.56 2.24 0.001
C 0.9927 -3.3453 -4.5165 1.19 -2.57 -1.21 0.000
C -0.0829 -2.0401 -2.9045 -0.16 -1.09 -0.07 0.000
C -4.3078 -0.0841 5.7954 -1.28 0.10 1.04 0.000
C -2.9093 -2.0535 4.3580 -0.35 0.13 -0.87 0.000
C -1.3386 -1.9410 0.9808 1.40 0.04 0.83 0.000
C 6.0881 1.6446 -0.2655 2.03 -1.21 -1.43 -0.002
C -0.6130 3.2081 4.0451 -1.25 -1.65 0.97 0.000
C 5.2568 0.6048 0.1154 -1.51 0.34 -0.57 0.119
C -4.5282 -0.1508 -2.4434 -0.25 0.73 -1.18 0.000
C -3.7376 -1.1337 6.4915 0.74 -1.20 -0.48 0.000
C -0.5633 1.8508 3.4688 -1.10 -4.18 -0.69 0.000
C -0.6151 3.3821 -1.3230 -0.24 2.00 -1.91 0.000
C -3.5417 -0.9655 3.6895 0.11 -0.15 0.14 0.000
C 2.8371 -4.4993 0.9131 0.16 -1.11 0.54 0.001
C 0.7036 3.8698 3.9781 1.73 1.65 -0.34 0.000
C 5.9479 2.9305 0.1444 -0.29 1.78 0.66 0.103
C 3.8559 -4.4383 -1.6602 -0.84 0.17 0.93 0.000
C -0.6856 -0.7066 -2.5369 1.00 -1.04 2.24 0.000
C 0.0396 -4.3016 -2.5536 0.79 -0.66 -0.37 0.000
C 3.8107 2.3528 1.0605 -0.25 0.28 0.18 0.093
C -3.6903 0.8774 -2.0825 0.49 0.84 0.09 0.000
C -3.0814 -2.1638 5.7231 -0.41 0.96 1.07 0.000
C -2.4099 -1.3199 1.5407 -0.62 -0.64 -0.56 0.000
C -5.1041 -0.0695 -3.7011 0.00 -0.14 -1.15 0.000
C 2.1523 -2.0827 0.7474 -1.92 1.51 0.41 0.004
C 3.1196 -3.3511 -1.1583 0.95 -0.14 1.50 0.001
C -0.0171 5.7729 -2.5486 -3.71 -1.15 -1.87 0.000
C -3.6997 1.7535 -4.3475 0.23 0.12 0.66 0.000
C -4.2502 0.0013 4.4343 0.03 -0.30 -2.03 0.000
C -1.8348 3.9439 -3.1180 0.60 0.04 1.48 0.000
C 3.4870 -5.6346 0.3720 -0.61 1.01 -0.67 0.000
C 0.5683 -2.1306 -4.1376 0.09 1.93 1.07 0.000
C 0.5046 3.2488 -0.3316 -0.74 -1.67 1.86 0.000
C 2.6545 -3.3214 0.1980 1.52 -1.90 -1.78 -0.001
C 4.0048 0.9808 0.7129 1.65 0.67 -0.17 0.014
C -3.4478 -0.8518 2.2102 -0.15 -0.43 -0.48 0.000
C 4.0427 -5.6091 -0.9131 -0.28 0.77 0.73 0.001
C 4.8094 3.2888 0.8879 0.59 -0.07 -0.01 -0.015
C -0.7920 4.4686 -2.3042 -0.48 -1.75 -0.63 0.000
C 0.7980 -4.4896 -3.7096 -1.05 1.10 0.21 0.000
C -3.2241 1.7905 -3.0306 -0.62 -0.34 -0.37 0.000
C -4.7085 0.8745 -4.6807 0.33 -0.74 2.03 0.000
H 4.7074 -6.4352 -1.1659 -0.34 0.23 -0.54 0.000
H 2.5270 -4.6216 1.9692 -0.01 0.53 -0.72 0.000
H -0.3483 -5.1341 -1.9526 0.59 0.12 -0.07 0.000
H 2.1830 -2.0334 1.8094 -0.32 -0.29 1.01 0.001
H 6.7196 3.6601 -0.1666 -0.64 -0.35 0.39 0.006
H 1.1719 -5.4630 -3.9499 0.03 -0.34 -0.39 0.000
H 1.0511 5.4128 -0.9615 -0.02 -1.00 0.06 0.000
H 3.4921 -6.5489 0.9270 0.27 -0.29 0.46 0.000
H 6.9662 1.5288 -0.9578 -0.85 -0.65 0.86 -0.002
H 1.4591 -3.4962 -5.5044 0.11 0.19 0.59 0.000
H 0.8367 -1.1531 -4.5822 -0.56 -1.02 -0.26 0.000
H -4.7187 -0.9864 -1.8057 -0.34 -0.08 0.56 0.000
H -2.7707 -3.0792 6.2065 0.32 0.06 0.27 0.000
H 0.5277 -2.3993 -0.5211 0.34 0.95 1.34 0.000
H 2.8505 2.7792 1.3618 0.10 -0.86 0.28 0.004
H -5.0569 0.5693 6.2639 0.80 0.07 0.30 0.000
H -4.3211 -0.4329 1.6533 0.75 0.37 0.78 0.000
H 4.2645 -4.1873 -2.6038 0.64 -0.43 -0.93 0.000
H -4.8029 0.8043 3.8923 0.67 -0.71 0.41 0.000
H -3.2838 2.4584 -5.0333 0.00 -0.05 -0.50 0.000
H 0.7109 4.4666 3.0461 0.48 -0.26 0.40 0.000
H -1.5142 -2.7598 0.2684 -0.05 0.01 0.09 0.000
H -2.3480 -2.8372 3.7501 -0.89 1.21 0.87 0.000
H 0.7962 4.5832 4.8317 0.18 -0.47 -0.64 0.000
H -1.4118 3.7219 3.5091 -0.01 0.13 0.01 0.000
H 1.5831 3.1761 3.9570 -0.87 0.58 0.15 0.000
H -3.8023 -1.1673 7.5952 -0.04 -0.26 -0.79 0.000
H -5.8645 -0.7857 -3.9714 -0.07 -0.24 -0.10 0.000
H 4.7115 4.2734 1.3639 -0.15 -0.29 -0.67 -0.003
H -0.9454 3.1067 5.1171 0.13 -0.18 -1.05 0.000
H -3.4702 1.0605 -1.0509 0.35 -0.23 0.35 0.000
H 3.1624 -1.4486 -1.2780 -0.29 -0.22 -0.25 0.001
H -5.1322 0.8613 -5.6517 -0.35 0.00 -0.73 0.000
H 5.3943 -0.4375 -0.1890 0.14 0.50 0.17 0.007
```
Positions in Å, forces in eV/Å.